62
Properties=species:S:1:pos:R:3:forces:R:3 method="wB97M-V/def2-TZVPD" de_lowest_kj_mol=247.6 total_charge=-1 e_lumo_ha=0.0890 homo_energy_ev=-6.5 fmax_ev_per_a=4.53
Cl -0.3027 3.5780 -2.1902 -0.35 4.51 -0.16
O 0.6356 3.3946 -1.1283 0.04 -1.05 0.98
O 0.2997 4.4672 -3.1418 0.51 1.24 -0.32
O -0.5862 2.4415 -2.9389 -0.87 -4.21 -0.72
O -1.5435 4.1747 -1.6937 0.71 -0.76 0.24
C -0.2113 2.2661 1.8893 -0.96 -1.53 -0.07
O 0.0948 1.7527 3.2133 1.82 -0.56 1.01
P 0.8731 0.3427 3.5738 -0.80 -0.11 -1.78
O 0.0346 -0.8280 3.4003 0.19 -0.11 0.04
O 2.2019 0.2337 2.5810 -0.42 0.62 2.46
C 3.1631 1.2997 2.7767 -1.32 0.97 -1.63
O 1.3739 0.4704 5.0971 -0.36 2.14 0.33
C 1.1641 1.7088 5.8702 0.96 0.21 -0.16
H -0.0118 3.3319 1.7774 0.43 -0.32 0.17
H -1.2755 2.0690 1.7598 -0.09 0.40 0.13
H 0.2069 1.6088 1.1270 0.64 0.48 -0.06
H 4.1314 1.1223 3.2446 -0.45 -0.69 0.37
H 2.6036 2.1323 3.2032 0.54 0.21 0.59
H 3.3319 1.6610 1.7623 0.47 -0.05 -0.11
H 2.0867 1.9919 6.3768 0.45 -0.36 -0.33
H 0.4761 1.6568 6.7141 -0.58 -0.78 -0.54
H 0.9125 2.5518 5.2266 -0.26 -0.30 -0.05
C -1.5563 -0.8760 -1.4715 -0.58 -0.42 -0.46
O -2.8543 -1.2013 -0.8515 0.27 -0.30 0.86
P -3.0745 -1.0679 0.7616 1.11 -1.15 0.43
O -2.1423 -1.7646 1.6770 -2.13 0.68 -1.37
O -2.8845 0.4888 0.9448 -0.26 0.36 1.00
C -3.6285 1.4475 0.2602 -0.51 1.05 -1.68
O -4.6743 -1.4278 0.9823 3.64 1.16 1.03
C -5.6213 -1.4917 0.0025 -1.32 -0.38 -1.31
H -1.0448 -1.7735 -1.8196 -0.27 -0.38 0.45
H -0.8437 -0.3349 -0.8490 -0.51 0.21 0.24
H -1.8047 -0.3482 -2.3923 0.05 0.46 0.34
H -4.4661 1.9173 0.7758 0.08 -0.43 0.73
H -4.0407 1.0574 -0.6703 -0.04 -0.26 -0.10
H -2.9894 2.2650 -0.0735 0.33 -0.03 0.22
H -5.8799 -2.5501 -0.0290 -0.52 0.05 -0.64
H -5.2996 -1.1154 -0.9686 0.24 -0.29 -0.08
H -6.4942 -0.8911 0.2585 -0.12 -0.07 0.32
C 1.1033 -4.3491 -1.6093 -0.31 -1.96 -0.77
O 1.2956 -3.0205 -1.2396 0.40 0.42 -0.68
P 1.3290 -2.5998 0.2824 -1.55 1.22 2.37
O 0.1364 -2.9088 1.0995 1.86 -0.07 -1.42
O 2.6098 -3.3508 0.8654 -0.11 -0.23 0.32
C 3.8835 -3.3667 0.3173 1.75 0.14 -1.14
O 1.6772 -1.0044 0.2312 -0.86 -2.19 -0.86
C 2.0976 -0.3696 -0.9735 0.84 -0.16 -0.68
H 1.8705 -5.0698 -1.3264 0.53 0.46 0.71
H 1.1223 -4.4721 -2.6922 -0.27 0.69 -0.14
H 0.1774 -4.7968 -1.2482 -0.24 0.47 0.17
H 4.1956 -4.2837 -0.1825 -0.78 -0.73 0.18
H 4.6856 -3.2275 1.0422 -0.45 0.34 0.49
H 4.0704 -2.6627 -0.4936 -0.41 0.64 0.16
H 3.1862 -0.4194 -0.9533 0.18 1.04 0.09
H 1.6250 0.6070 -1.0782 0.45 0.17 0.45
H 1.9089 -0.8728 -1.9218 -0.75 -0.52 0.28
C 0.2758 1.5958 -6.0774 0.56 -0.64 -1.29
O 1.4560 2.1014 -5.4278 -1.66 -0.39 -0.44
H 0.4729 1.5177 -7.1466 0.33 0.38 -0.22
H 0.0375 0.5546 -5.8602 0.10 -0.13 0.82
H -0.6563 2.1574 -6.0159 0.30 0.47 0.62
H 1.0799 2.4791 -4.6294 0.31 0.39 0.63

---

52
Properties=species:S:1:pos:R:3:forces:R:3 method="wB97M-V/def2-TZVPD" total_charge=0 smiles="O=C1OC[C@@H](F)O1.CO.CO.CO.CO.CO.CO.CO" e_lumo_ha=0.0162 homo_energy_ev=-10.1 fmax_ev_per_a=4.48
O -1.1379 5.8294 1.3906 0.17 1.28 1.56
C -1.3203 6.7486 2.1576 1.75 -2.41 -0.61
O -2.2894 7.5779 2.0735 -3.39 2.77 -0.95
C -2.0767 8.7230 2.8988 0.20 0.56 0.35
C -1.2255 8.1490 3.9962 1.83 0.60 -3.00
F -1.9152 7.6039 4.9216 -2.58 -1.99 3.01
O -0.5784 7.0900 3.2429 1.45 0.13 1.09
H -1.5310 9.5023 2.3669 0.09 -0.18 -0.29
H -2.9649 9.2001 3.3132 -0.39 -0.61 -0.37
H -0.5829 8.8545 4.5229 0.87 -0.14 -0.80
C 1.7112 4.0347 -3.6512 -0.75 2.08 0.73
O 1.7727 2.9446 -4.4671 -0.22 -2.02 -0.80
H 2.0702 4.0028 -2.6225 0.63 -0.86 0.06
H 2.1241 4.9557 -4.0627 0.19 0.03 -0.35
H 0.6478 4.2286 -3.5111 -0.15 0.12 -0.10
H 2.5646 2.7509 -4.9740 0.33 0.63 0.48
C 5.6094 -2.7468 2.2052 -1.57 1.64 -0.56
O 6.4412 -2.2299 3.1899 1.96 -0.39 1.13
H 4.7404 -2.1196 2.4041 -0.98 -0.50 -0.91
H 6.0131 -2.4434 1.2392 -0.28 -0.64 -0.36
H 5.2987 -3.7903 2.2563 0.68 -0.07 0.26
H 7.0506 -1.6521 2.7246 0.18 -0.04 0.43
C -5.2096 -5.3375 1.5731 0.20 -0.03 1.50
O -4.9131 -5.9589 2.8526 0.58 -0.20 -0.50
H -5.7517 -6.1067 1.0230 -0.33 0.60 -0.23
H -5.7075 -4.3966 1.8074 -0.67 -0.22 -0.63
H -4.3202 -5.0387 1.0184 0.33 -0.35 0.17
H -5.1865 -5.4182 3.5972 -0.03 0.20 -0.32
C -0.4904 -7.2998 1.5430 -0.61 -0.27 0.80
O -0.7102 -6.8217 2.8864 0.55 -0.10 -0.56
H 0.5763 -7.3211 1.3199 -0.10 0.49 0.11
H -0.8192 -8.3362 1.4652 -0.15 -0.14 -0.06
H -1.0756 -6.7070 0.8400 0.35 0.09 -0.24
H -1.6511 -6.6696 3.0010 -0.11 -0.04 -0.05
C -0.2180 -0.3438 0.0125 2.63 2.57 0.24
O -0.3705 -1.6929 0.1581 -2.06 -1.71 -0.32
H -0.2360 0.2825 0.9043 0.05 -0.51 0.81
H 0.7775 -0.2045 -0.4089 0.35 0.53 -0.08
H -0.8160 0.3164 -0.6157 -1.08 -1.48 -0.67
H 0.2256 -2.1012 0.7903 0.10 0.59 0.02
C 5.4251 0.1460 -3.6912 0.56 -0.87 -1.13
O 5.9809 1.1206 -4.5882 -0.11 0.08 0.56
H 5.9046 -0.7776 -4.0156 -0.33 -0.54 0.44
H 5.6752 0.2637 -2.6369 -0.19 0.54 -0.03
H 4.3605 0.0228 -3.8902 -0.02 0.30 0.35
H 6.7355 0.6608 -4.9634 0.06 0.49 -0.19
C -4.4468 -1.5596 -3.3896 -0.02 0.25 -0.03
O -5.2654 -1.9763 -4.4501 -0.97 -0.23 -0.65
H -4.2700 -2.4080 -2.7285 0.51 0.06 0.00
H -3.5665 -1.1577 -3.8912 0.41 -0.14 0.68
H -4.9093 -0.7769 -2.7882 0.03 0.16 -0.02
H -6.1496 -1.6162 -4.3496 0.05 -0.09 0.01

---

48
Properties=species:S:1:pos:R:3:forces:R:3 method="wB97M-V/def2-TZVPD" multiplicity=5 de_lowest_kj_mol=443.1 total_charge=+1 e_lumo_ha="-0.2383 / -0.2403" homo_energy_ev="-12.1 / -12.0" fmax_ev_per_a=4.22
Fe 1.6609 -1.9804 1.5244 -2.84 1.95 -2.44
O 0.6255 -0.5953 0.5812 0.99 -1.83 0.75
H -0.1172 -0.0109 0.3335 0.37 -0.38 0.71
C -2.5491 1.8496 -0.6935 -0.69 1.17 -0.52
C -2.2159 2.8528 0.4016 0.67 -0.89 0.15
O -0.7883 2.8309 0.6430 -0.47 0.08 0.09
H -3.6269 1.9079 -0.8457 -0.22 -0.61 0.20
H -2.2049 0.8347 -0.4943 -0.18 0.04 0.20
H -2.1859 2.1652 -1.6715 0.51 0.02 0.04
H -2.7140 2.5381 1.3186 0.16 0.03 0.12
H -2.5432 3.8764 0.2196 -0.07 -0.10 -0.35
H -0.4303 3.5447 0.1101 0.30 0.00 0.06
C 2.8869 3.0194 -0.4238 2.08 -1.68 -1.31
C 3.2378 1.4564 -0.2729 -1.83 1.49 0.18
O 2.5899 1.1053 0.9301 0.84 -0.93 1.03
H 3.5441 3.5956 0.2274 -0.44 0.02 0.22
H 1.8295 3.2716 -0.3433 0.17 -0.47 0.43
H 3.1849 3.2682 -1.4423 0.01 0.36 -0.15
H 4.2689 1.1059 -0.2274 0.31 0.94 -0.01
H 2.7915 0.8702 -1.0762 -0.15 0.18 -0.43
H 1.8867 0.4765 0.7524 -0.37 0.13 -0.29
C 0.7783 -5.4705 -1.2469 0.72 -1.45 -0.44
C 0.0963 -4.9210 -0.0371 -0.31 -0.39 -0.44
O 0.3275 -3.4899 0.1100 0.91 -0.88 1.49
H 1.7432 -5.8962 -0.9714 0.52 0.71 -0.33
H 0.8019 -4.8553 -2.1464 0.14 0.27 0.26
H 0.2888 -6.3946 -1.5544 -0.52 0.05 -0.01
H 0.4600 -5.5079 0.8063 -0.31 0.58 0.38
H -0.9693 -5.0806 -0.2021 -0.16 0.28 0.63
H 0.0006 -3.1996 -0.7446 -0.07 1.24 -0.61
C -1.2984 1.0929 3.8272 0.78 -0.17 0.86
C 0.0015 1.9211 3.8680 -2.57 0.34 0.19
O 0.9631 1.5295 2.9600 0.97 -0.45 0.27
H -1.0541 0.0362 3.7187 -0.21 -0.18 -0.10
H -2.0277 1.4210 3.0865 0.20 -0.10 -0.06
H -1.7019 1.2375 4.8294 -0.57 -0.21 -0.11
H 0.3502 1.9482 4.9004 0.69 -0.40 -0.28
H -0.4273 2.9113 3.7146 0.75 0.68 -0.38
H 0.6039 1.4749 2.0714 -0.20 0.52 -0.03
C -1.5330 -0.5094 -3.6813 -0.25 -0.60 -0.26
C -0.3203 -0.7884 -2.7631 -1.56 0.67 -0.35
O -0.7123 -1.7631 -1.7471 0.48 0.63 -0.59
H -2.4682 -0.2681 -3.1761 0.17 -0.54 0.89
H -1.7266 -1.3935 -4.2888 -0.09 0.09 -0.14
H -1.5357 0.3668 -4.3296 1.17 -0.07 -0.25
H -0.1096 0.1718 -2.2923 0.38 -0.07 0.36
H 0.5760 -1.1389 -3.2750 -0.19 0.01 -0.23
H -0.2379 -1.4169 -0.9877 -0.01 -0.08 0.59

---

48
Properties=species:S:1:pos:R:3:forces:R:3 method="wB97M-V/def2-TZVPD" de_lowest_kj_mol=0.0 total_charge=+2 e_lumo_ha=-0.4883 homo_energy_ev=-16.3 fmax_ev_per_a=1.31
In 20.8490 -1.4114 7.9969 -0.12 -0.06 0.23
O 21.8413 -0.8115 10.6720 -0.05 0.77 0.42
H 22.3923 -0.8196 11.4707 -0.15 0.23 0.20
C 18.4292 0.3688 13.9934 -0.27 -0.09 0.16
C 19.6938 -0.0574 13.3047 -0.60 -0.03 -0.37
O 19.8432 0.3931 11.9923 -0.11 0.38 0.22
H 18.1909 1.4297 13.9159 0.20 0.03 -0.25
H 18.4873 0.1438 15.0587 0.19 -0.07 -0.03
H 17.5718 -0.1985 13.6220 0.00 0.10 -0.18
H 19.7046 -1.1590 13.1522 0.19 -0.25 0.59
H 20.5760 0.1728 13.9323 0.32 -0.08 -0.17
H 20.5701 -0.0973 11.5305 0.28 -0.17 -0.25
C 18.7388 -3.6598 12.0667 -0.06 0.52 -0.60
C 19.5911 -3.7866 10.8083 0.12 -0.01 0.51
O 18.9990 -3.1807 9.6541 0.17 -0.09 0.07
H 18.2744 -2.6742 12.1633 0.06 0.07 -0.20
H 19.3749 -3.7928 12.9412 -0.25 -0.52 0.12
H 17.9304 -4.3825 11.9642 0.01 -0.07 0.66
H 19.7430 -4.8590 10.6663 0.22 0.07 -0.35
H 20.5680 -3.3194 10.9477 -0.03 0.05 -0.14
H 18.1901 -3.6762 9.4702 0.00 0.19 -0.23
C 24.4092 3.2002 11.5199 0.40 0.13 0.84
C 23.2682 2.2723 11.8779 0.66 -0.03 -0.36
O 22.5761 1.8852 10.6942 -0.61 -0.56 0.54
H 24.0539 4.1018 11.0248 -0.03 -0.19 -0.35
H 25.2162 2.7017 10.9841 -0.30 -0.05 -0.43
H 24.9052 3.5708 12.4209 -0.27 -0.12 0.19
H 22.6016 2.7664 12.6031 -0.41 0.13 -0.30
H 23.5545 1.3509 12.3968 0.35 0.05 0.05
H 22.2380 0.9563 10.7772 -0.02 0.27 0.06
C 23.0055 -3.4360 13.4732 -0.60 -0.41 0.39
C 24.0448 -2.8711 12.4935 -0.21 1.26 -0.30
O 23.5166 -2.8915 11.1845 -0.30 0.04 -0.30
H 22.0610 -2.8810 13.4873 0.18 0.34 -0.47
H 23.3074 -3.4152 14.5210 0.56 -0.15 -0.17
H 22.7272 -4.4481 13.1813 0.28 -0.09 0.09
H 25.0124 -3.3686 12.4568 -0.27 -0.51 0.22
H 24.2520 -1.8144 12.7170 0.02 -0.08 0.40
H 22.9217 -2.1202 11.0139 0.47 -0.95 -0.26
C 21.9711 2.3270 5.9239 0.02 0.49 -0.38
C 21.8038 2.6601 7.3890 0.21 -0.50 -0.26
O 21.8395 1.4465 8.1419 0.05 -0.28 0.34
H 22.8051 1.6534 5.7268 -0.03 -0.15 0.38
H 22.2345 3.2279 5.3658 -0.22 0.12 0.10
H 21.0752 1.9250 5.4505 -0.08 -0.06 0.17
H 20.8778 3.1879 7.6522 -0.10 0.08 -0.29
H 22.6133 3.3155 7.7367 0.09 -0.05 0.12
H 22.0117 1.6543 9.0791 0.06 0.29 -0.44

---

48
Properties=species:S:1:pos:R:3:forces:R:3 method="wB97M-V/def2-TZVPD" de_lowest_kj_mol=964.9 total_charge=+1 e_lumo_ha=-0.1034 homo_energy_ev=-13.0 fmax_ev_per_a=13.53
O 32.1703 -5.7292 20.2063 6.22 4.11 0.34
H 31.4084 -6.1739 20.7071 -0.11 1.08 -0.57
H 32.9529 -5.9633 20.8398 -1.44 3.60 -1.98
H 32.2674 -6.1725 19.3218 1.97 1.47 2.59
C 35.3803 -4.9273 22.1061 -0.03 1.69 7.75
C 36.3632 -6.0434 22.3173 -0.33 -0.58 2.27
O 37.6023 -5.4555 22.1083 -0.03 0.73 -0.89
O 33.9783 -5.1808 22.2324 1.67 0.26 2.12
H 35.4393 -4.6527 21.2125 1.09 2.46 -7.72
H 35.7815 -3.8598 22.7150 -1.28 -3.29 -1.30
H 36.2090 -6.8753 21.6493 -0.21 -0.33 -0.51
H 36.3799 -6.5040 23.3655 -0.63 0.68 -1.05
H 38.1707 -5.9828 22.6271 1.65 -0.51 0.62
H 33.8774 -5.3004 23.1976 -0.65 -0.09 -0.70
C 29.7913 -5.1177 18.3790 -3.05 -3.42 -2.22
C 29.7514 -5.3511 16.8438 1.76 -1.22 0.58
O 28.5940 -4.9473 16.1813 -0.15 -0.93 -2.25
O 31.0196 -5.6275 18.9509 -9.41 1.76 -9.56
H 28.8498 -5.6867 18.8935 2.36 1.05 -1.68
H 29.5532 -4.1049 18.4628 0.74 1.67 0.95
H 30.0323 -6.3844 16.7903 -1.13 -1.78 -0.39
H 30.7112 -5.0748 16.4010 -0.04 1.71 -0.16
H 28.5553 -5.3131 15.2054 0.35 1.05 3.07
H 31.3259 -6.3869 18.3871 -1.61 0.61 -0.63
C 30.4406 -4.5459 22.9220 -2.85 -2.77 -0.23
C 29.3313 -5.0808 21.9108 -1.86 -2.16 3.64
C 29.0493 -4.2228 20.8530 1.36 3.75 -3.16
O 29.7164 -6.3276 21.3076 -0.61 -1.54 -0.08
H 31.4393 -4.4330 22.5290 0.04 0.20 -0.30
H 30.3770 -5.3826 23.6931 0.58 1.55 -0.34
H 29.9397 -3.6353 23.2233 0.60 0.30 0.70
H 28.2919 -5.2694 22.4835 2.43 0.23 -0.54
H 28.4652 -3.3586 20.9724 0.07 2.12 1.84
H 28.3748 -4.4571 20.0771 -0.45 -1.95 -0.66
H 30.0461 -3.9691 20.3987 -1.16 0.30 0.20
H 28.9405 -6.7029 20.8071 1.18 0.69 0.83
C 34.0829 -6.7567 19.9293 2.14 -4.05 2.02
C 33.1334 -7.5580 20.9560 2.66 -2.08 3.64
C 33.8416 -8.4326 22.0725 -1.16 -1.45 -2.62
O 32.2180 -6.6958 21.7291 -0.71 -6.41 8.29
H 33.7273 -6.9061 18.9812 -0.77 0.06 -2.48
H 35.1148 -7.0592 19.8580 0.35 -1.92 0.28
H 34.4199 -5.8153 20.1523 -0.60 2.73 0.35
H 32.4866 -8.2453 20.5128 -0.78 -0.91 -1.80
H 32.9911 -9.0388 22.5924 1.95 1.42 -0.21
H 34.5899 -7.8482 22.5536 -0.22 0.36 1.37
H 34.4596 -9.1881 21.5364 -0.51 0.18 0.23
H 31.6611 -7.2191 22.3302 0.63 -0.40 0.32